Here is a cluster of 5 separate species, C2H12O5 in total at a distorted geometry from the OMol25 dataset. Energies are from ωB97M-V/def2-TZVPD.

Geometry (Å):
C: -2.45107 -0.39023 1.59763
C: -1.26553 -0.66734 0.94572
O: -0.72184 -1.99694 1.20158
H: -2.96797 0.53619 1.32139
H: -2.67237 -0.93680 2.54962
H: -0.79148 0.18938 0.53499
H: -0.00709 -2.19711 0.53918
O: 2.27042 2.28398 1.19728
H: 1.57270 2.60369 1.89609
H: 1.70497 1.90856 0.48986
O: 3.23553 -1.69981 -0.21231
H: 4.04359 -2.12978 -0.54586
H: 3.57814 -0.91428 0.33619
O: 0.66113 0.79914 -1.14191
H: 1.06098 -0.01349 -1.02875
H: -0.10232 0.63333 -1.73723
O: -2.01120 0.81990 -2.61227
H: -2.24574 -0.08847 -2.90105
H: -2.89085 1.26008 -2.43014

Computed properties:
2S+1: 1
Structure (SMILES): C=CO.O.O.O.O
Highest occupied orbital energy in hartree: -0.323
LUMO level in eV: 0.3

---

Here is a cluster of 3 separate species, C2H13N2O2 in total at a distorted geometry from the OMol25 dataset. Energies are from ωB97M-V/def2-TZVPD.

Geometry (Å):
C: -0.59230 -1.55666 1.50860
N: 0.58356 -2.01939 0.87197
C: -1.31431 -0.46567 0.77261
N: -0.33428 0.58960 0.31819
H: -0.39213 -1.27641 2.55360
H: -1.33545 -2.33825 1.72648
H: 1.18478 -2.68649 1.31186
H: 0.56340 -2.21439 -0.11722
H: -2.17247 -0.04935 1.28881
H: -1.73933 -0.79751 -0.18110
H: -0.04266 1.12805 1.14319
H: 0.53710 0.11456 0.04837
H: -0.60092 1.24450 -0.42889
H: 1.00447 3.19125 -0.79848
H: 0.05803 3.21900 -2.04155
O: 0.14353 2.94931 -1.10968
H: 0.99134 0.91576 -2.28505
H: 1.98172 -0.13933 -2.66924
O: 1.47591 0.19143 -1.91248

Computed properties:
2S+1: 1
Highest occupied orbital energy in hartree: -0.481
Total charge: +1
LUMO level in eV: -3.1

---

Here is a cluster of 3 separate species, C2H13N2O2 in total from the OMol25 dataset. Energies are from ωB97M-V/def2-TZVPD.

Geometry (Å):
C: -0.53718 1.22598 1.72013
N: 0.85918 1.05202 2.10838
C: -0.58816 1.23452 0.20388
N: 0.06414 -0.05831 -0.24202
H: -1.13458 0.40064 2.09817
H: -0.95951 2.15585 2.08800
H: 0.99497 0.89940 3.10357
H: 1.40544 1.87109 1.87540
H: -1.59969 1.27223 -0.18269
H: 0.06102 2.01232 -0.20896
H: 0.35063 -0.11473 -1.22796
H: -0.44693 -0.90723 0.03224
H: 0.90370 -0.07094 0.35781
H: 0.04060 -3.40298 -1.01179
H: -0.63983 -3.50918 0.33409
O: -0.39546 -2.86389 -0.34066
H: -0.03995 0.05045 -3.83413
H: 1.25273 -0.69857 -3.66031
O: 0.40889 -0.54867 -3.21315

Computed properties:
2S+1: 1
Highest occupied orbital energy in hartree: -0.511
Total charge: +1
LUMO level in eV: -2.7

---

Here is a cluster of 4 separate species, C2H13NO3 in total at a distorted geometry from the OMol25 dataset. Energies are from ωB97M-V/def2-TZVPD.

Geometry (Å):
C: 2.02094 2.02537 0.15330
C: 1.55711 0.57845 -0.15535
N: 0.65824 0.00881 0.85756
H: 2.68306 2.11758 1.01542
H: 2.62583 2.35412 -0.69080
H: 1.11968 2.62441 0.23283
H: 0.93565 0.79385 -1.03014
H: 2.36889 -0.04387 -0.52307
H: 0.91117 -0.97028 1.00870
H: 0.98271 0.35428 1.76191
O: -0.92317 -3.50076 0.06746
H: -1.47453 -2.73875 -0.17494
H: -1.10826 -3.50995 1.00784
O: -1.71380 0.99599 -0.27048
H: -1.03693 0.58096 0.31011
H: -1.84723 1.87803 0.11079
O: -2.84410 -1.37071 -1.05744
H: -2.35938 -1.66831 -1.84532
H: -2.55589 -0.50923 -0.77840

Computed properties:
2S+1: 1
Structure (SMILES): CCN.O.O.O
Highest occupied orbital energy in hartree: -0.385
LUMO level in eV: 0.7

---

Here is a cluster of 4 separate species, C2H13NO3S in total at a distorted geometry from the OMol25 dataset. Energies are from ωB97M-V/def2-TZVPD.

Geometry (Å):
N: -1.29332 -0.41760 0.68413
C: 0.06648 0.20524 0.33959
C: 1.19240 -0.87770 0.42357
S: 2.56095 -0.69850 -0.86495
H: -1.88467 0.35793 0.83682
H: -1.39114 -0.80565 1.66663
H: 0.00334 0.40767 -0.78486
H: 0.18927 1.13002 0.82442
H: 0.69720 -1.76764 0.03459
H: 1.67103 -1.10256 1.37861
H: 1.82024 -1.28287 -1.80256
O: -1.41535 2.76777 -0.45212
H: -0.94665 2.67477 -1.27199
H: -1.21699 3.80260 -0.32163
O: -1.11289 -3.29185 1.87888
H: -1.60201 -2.74312 1.24371
H: -1.28580 -4.25182 1.75653
O: 1.13366 2.19887 -2.06749
H: 1.20192 1.28186 -2.30565
H: 1.61235 2.41256 -1.19624

Computed properties:
2S+1: 1
Structure (SMILES): NCCS.O.O.O
Highest occupied orbital energy in hartree: -0.344
LUMO level in eV: 0.6

---

Here is a cluster of 4 separate species, C2H13NO3S in total at a distorted geometry from the OMol25 dataset. Energies are from ωB97M-V/def2-TZVPD.

Geometry (Å):
N: -0.40005 0.27778 -0.39868
C: 0.39431 1.47021 -0.53153
C: 0.19011 2.33929 -1.74391
S: 1.40943 3.65286 -1.81439
H: -0.24286 -0.18806 0.48657
H: -0.35437 -0.45764 -1.10600
H: 0.11517 2.10694 0.32620
H: 1.46259 1.28904 -0.32389
H: -0.80602 2.77234 -1.80525
H: 0.20690 1.69856 -2.63660
H: 2.42452 2.99216 -2.41705
O: 2.25089 -1.60079 -0.25492
H: 2.40703 -0.70571 -0.55229
H: 3.04890 -1.90302 0.21412
O: -3.56189 0.16103 -1.25408
H: -3.27968 0.99376 -1.59589
H: -2.91078 -0.06877 -0.55683
O: -1.06803 -5.24713 5.28772
H: -1.17845 -4.31280 5.49243
H: -0.10772 -5.27002 5.18427

Computed properties:
2S+1: 1
Structure (SMILES): NCCS.O.O.O
Highest occupied orbital energy in hartree: -0.347
LUMO level in eV: 0.4

---

Here is a cluster of 4 separate species, C2H13NO3S in total at a distorted geometry from the OMol25 dataset. Energies are from ωB97M-V/def2-TZVPD.

Geometry (Å):
N: 0.20193 -1.15400 -0.12122
C: -0.43766 -0.15456 -0.85039
C: -1.69928 0.51869 -0.26946
S: -2.86668 1.45959 -1.45044
H: 0.38810 -0.66965 0.83253
H: 1.07744 -1.33011 -0.58310
H: 0.14512 0.73657 -0.97784
H: -0.73791 -0.44388 -1.84716
H: -1.40844 1.07636 0.56069
H: -2.47033 -0.30335 0.02192
H: -1.83464 2.36043 -1.77595
O: 3.91592 -2.45266 -0.77851
H: 4.89629 -2.61450 -1.18142
H: 3.39735 -2.63173 -1.51894
O: -4.70091 -0.59990 2.43120
H: -4.99755 0.30918 2.60859
H: -3.74450 -0.52592 2.30704
O: 3.36988 1.90417 1.12869
H: 4.02787 2.59448 1.34206
H: 3.47799 1.92078 0.12170

Computed properties:
2S+1: 1
Structure (SMILES): NCCS.O.O.O
Highest occupied orbital energy in hartree: -0.338
LUMO level in eV: 0.4

---

Here is a cluster of 4 separate species, C2H13NO4 in total at a distorted geometry from the OMol25 dataset. Energies are from ωB97M-V/def2-TZVPD.

Geometry (Å):
C: 0.43693 2.31544 2.10083
N: 0.56564 1.05601 1.34984
C: 1.80584 0.84482 0.64199
O: 2.94544 0.81398 1.53326
H: 1.40786 2.82503 2.09455
H: -0.31695 2.99453 1.69147
H: 0.16822 1.98704 3.09972
H: 0.42911 0.20391 1.87203
H: 1.96834 1.64011 -0.06726
H: 1.68262 -0.18086 0.25057
H: 2.90242 0.00086 2.04654
O: 0.35428 0.70906 -2.51973
H: -0.47096 1.19034 -2.60828
H: 0.43963 0.36819 -3.41075
O: -3.21940 -4.74541 -2.01433
H: -3.39361 -3.84111 -2.21830
H: -2.91716 -4.95249 -1.13686
O: -1.79627 -0.75749 -0.99356
H: -1.39712 -1.39678 -1.58878
H: -1.59487 -1.07519 -0.12296

Computed properties:
2S+1: 1
Structure (SMILES): CNCO.O.O.O
Highest occupied orbital energy in hartree: -0.326
LUMO level in eV: 0.4

---

Here is a cluster of 5 separate species, C2H13NO5 in total at a distorted geometry from the OMol25 dataset. Energies are from ωB97M-V/def2-TZVPD.

Geometry (Å):
O: -0.20206 -0.08746 3.00575
C: -0.19667 0.25532 1.88558
C: 0.98779 1.02123 1.14499
N: 2.29143 0.58409 1.59842
H: -1.13220 0.34905 1.25562
H: 0.74645 0.62789 0.13755
H: 0.82876 2.09880 1.32090
H: 2.45662 0.92698 2.57677
H: 2.35499 -0.42615 1.67565
H: -0.99447 -0.28654 -2.77781
H: -1.71566 -0.83164 -1.34582
O: -1.71218 -0.28000 -2.13915
H: -2.13906 2.63234 0.07811
H: -1.85250 1.27849 -0.71017
O: -1.53600 1.89150 -0.02589
H: 1.36291 -0.83722 -1.56013
H: 1.39586 -0.93324 -3.15002
O: 0.97970 -0.52926 -2.37878
H: -0.66146 -2.26799 0.54893
H: -0.34352 -2.93331 -0.75856
O: -0.91872 -2.25289 -0.38194

Computed properties:
2S+1: 2
⟨S²⟩: 0.7570
Highest occupied orbital energy (alpha / beta) in hartree: -0.516 / -0.516
Total charge: +1
LUMO level (alpha / beta) in eV: -4.8 / -8.7

---

Here is a structure of composition C2H14B2BeF6NO7S2 at a distorted geometry from the OMol25 dataset. Energies are from ωB97M-V/def2-TZVPD.

Geometry (Å):
Be: -0.74811 -0.62072 -0.11883
C: 1.38479 2.72944 -1.71231
F: 1.34781 3.98666 -2.17568
F: 0.99786 1.92199 -2.68275
F: 2.60861 2.48913 -1.29510
S: 0.07260 2.59287 -0.31776
O: 0.07840 3.81202 0.42455
O: -1.11067 2.15395 -0.99251
N: 0.59132 1.17172 0.45639
S: 1.44868 1.57681 1.77599
O: 2.14180 2.82575 1.78293
O: 0.71319 1.11935 2.93487
C: 2.84922 0.30212 1.72596
F: 3.71057 0.60232 0.75940
F: 3.53649 0.40816 2.87571
F: 2.34117 -0.90800 1.62353
B: 1.07218 -1.97979 -1.18114
H: 1.08254 -1.64125 -0.03864
H: 1.96515 -2.66750 -1.51488
H: 0.08701 -2.63652 -1.28138
H: 0.94692 -1.06369 -1.91439
B: -2.05737 -0.59163 -2.20723
H: -1.82616 -1.61796 -1.64527
H: -1.08183 0.08892 -2.07832
H: -2.25965 -0.73243 -3.35576
H: -2.97473 -0.00383 -1.74821
O: -0.45659 -2.11622 1.62566
H: 0.23252 -2.77949 1.51187
H: -0.75549 -2.20056 2.53525
O: -2.14427 0.53222 1.47653
H: -1.93365 1.44404 1.70246
H: -2.48439 0.14197 2.28544
O: -2.83587 -2.52067 0.27653
H: -3.34413 -2.76455 -0.50365
H: -3.19595 -3.05463 0.99077

Computed properties:
2S+1: 1
Highest occupied orbital energy in hartree: -0.218
Total charge: -1
LUMO level in eV: 1.9

---

Here is a cluster of 3 separate species, C2H14BBrN6O4P in total from the OMol25 dataset. Energies are from ωB97M-V/def2-TZVPD.

Geometry (Å):
N: 1.22917 -1.28817 0.57893
B: 1.10572 0.19657 0.22264
N: 1.01472 1.00935 1.48553
O: 2.18200 0.59219 -0.70443
P: -0.61500 0.21729 -1.03405
O: -0.85391 -1.41800 -0.97916
Br: -2.25072 0.98888 0.47705
H: 1.75338 -1.76545 -0.14804
H: 1.76043 -1.39741 1.43220
H: 0.23511 0.66918 2.04552
H: 0.76947 1.97426 1.29305
H: 1.98536 1.42422 -1.14117
H: -0.30367 -1.74426 -0.20733
C: -0.42092 -1.39295 -4.83360
O: -0.19706 -0.19741 -4.79224
N: -0.44876 -2.06939 -6.04019
N: -0.65764 -2.17480 -3.75065
H: -0.63186 -3.05072 -6.11384
H: -0.26646 -1.53024 -6.86385
H: -0.72973 -1.75484 -2.82799
H: -0.86711 -3.14896 -3.84765
C: -0.57063 1.49336 4.32317
O: -0.85383 0.41696 3.83108
N: -1.50438 2.28056 4.94822
N: 0.68850 2.01664 4.25839
H: -1.30268 3.19570 5.29903
H: -2.44932 1.94677 4.92929
H: 1.29874 1.56710 3.58909
H: 0.90108 2.94357 4.57102

Computed properties:
2S+1: 1
Highest occupied orbital energy in hartree: -0.125
Total charge: -1
LUMO level in eV: 3.0

---

Here is a cluster of 5 separate species, C2H14N2O4 in total at a distorted geometry from the OMol25 dataset. Energies are from ωB97M-V/def2-TZVPD.

Geometry (Å):
N: 1.81925 -1.95577 -1.64137
C: 0.61268 -1.38942 -1.26410
C: -0.60464 -1.80033 -1.62785
N: -1.73030 -1.30005 -0.89474
H: 1.84572 -2.93935 -1.82235
H: 2.69588 -1.51080 -1.45267
H: 0.72911 -0.39222 -0.87238
H: -0.84510 -2.46439 -2.45309
H: -1.64821 -1.61778 0.04541
H: -2.63568 -1.55632 -1.26215
O: -2.89380 -0.29181 1.67008
H: -3.48920 0.25589 2.17834
H: -3.02372 -0.41696 0.72667
O: 2.02604 0.67322 0.76127
H: 2.35384 1.52261 1.07705
H: 2.70436 -0.00419 0.83357
O: -0.65810 1.41686 1.69350
H: -1.27532 0.74212 2.02197
H: 0.20796 1.02600 1.85364
O: 1.50016 3.52744 0.16950
H: 0.65012 3.91103 0.42576
H: 1.24138 2.61159 0.35227

Computed properties:
2S+1: 1
Structure (SMILES): N/C=C/N.O.O.O.O
Highest occupied orbital energy in hartree: -0.263
LUMO level in eV: 0.5

---

> What is the 2S+1 in the twelfth record?

1